# 1
{
  "formula": "C28H52F5N8O9P2S",
  "method": "ωB97M-V/def2-TZVPD",
  "charge": -1,
  "gap_ha": 0.244,
  "multiplicity": 1,
  "fmax_ev_per_a": 6.79,
  "lumo_ev": 1.829,
  "species": ["C", "C", "C", "O", "O", "C", "C", "C", "N", "C", "O", "F", "C", "O", "F", "C", "S", "N", "C", "O", "C", "C", "C", "C", "F", "C", "F", "F", "C", "O", "O", "H", "H", "H", "H", "H", "H", "H", "H", "H", "H", "H", "H", "H", "H", "H", "H", "O", "P", "N", "C", "C", "N", "C", "C", "N", "C", "C", "H", "H", "H", "H", "H", "H", "H", "H", "H", "H", "H", "H", "H", "H", "H", "H", "H", "H", "O", "P", "N", "C", "C", "N", "C", "C", "N", "C", "C", "H", "H", "H", "H", "H", "H", "H", "H", "H", "H", "H", "H", "H", "H", "H", "H", "H", "H"],
  "xyz": [[-0.96767, 2.39011, -0.99935], [-0.93685, 0.93468, -0.51503], [-1.52296, 0.00041, -1.54551], [-1.11046, -0.01720, -2.67570], [-2.55190, -0.75517, -1.09944], [-2.30249, -2.17985, -1.22166], [-1.25841, -2.61018, -0.16065], [-1.65590, -3.72678, 0.79437], [-2.71335, -3.41183, 1.79532], [-3.75570, -4.35773, 1.91952], [-4.76597, -4.41725, 1.31181], [-3.52170, -5.24092, 2.87281], [-3.18198, -2.08129, 1.80760], [-4.09754, -1.65636, 1.19521], [-2.51172, -1.26908, 2.59625], [-1.71508, -5.05337, 0.00807], [-3.13397, -5.41644, -1.09781], [-1.46136, -6.20002, 0.88563], [-0.64871, -5.62714, 1.96483], [-0.24680, -6.33356, 2.83350], [-0.38562, -4.11119, 1.72289], [0.99227, -4.15728, 1.05949], [1.72739, -2.79088, 0.89716], [2.64134, -2.84463, -0.27961], [3.71978, -3.69022, -0.19693], [2.52120, -2.11007, -1.43753], [1.60553, -2.37496, -2.37009], [3.28577, -1.05819, -1.73363], [-0.41192, -3.42758, 3.13290], [-0.98616, -4.05751, 4.03942], [0.08098, -2.27916, 3.28085], [-0.13211, 2.54824, -1.68249], [-0.85352, 3.08498, -0.17142], [-1.87725, 2.61292, -1.55432], [-1.53078, 0.88098, 0.39661], [0.07678, 0.62929, -0.25708], [-1.90579, -2.36400, -2.21752], [-3.26799, -2.64204, -1.07140], [-0.36087, -2.89221, -0.70176], [-0.97958, -1.72427, 0.41280], [-0.89397, -4.94505, -0.69667], [-2.56345, -5.49796, -2.31027], [-0.73330, -6.69715, 0.37617], [1.00098, -4.65242, 0.08494], [1.61199, -4.77662, 1.70920], [2.40305, -2.67929, 1.74740], [1.06832, -1.94251, 0.80528], [-3.82107, 3.12104, -4.10584], [-3.28841, 4.23181, -4.96143], [-4.75252, 5.00231, -5.41129], [-5.06108, 5.63422, -6.67065], [-5.39290, 5.70044, -4.30789], [-2.60418, 3.25252, -6.24390], [-3.38786, 2.91512, -7.42046], [-1.96647, 2.03575, -5.73090], [-2.23444, 5.60465, -5.33333], [-1.59916, 5.76417, -6.62419], [-1.22616, 5.79789, -4.27080], [-4.59095, 6.62505, -6.78395], [-6.14199, 5.77531, -6.74633], [-4.79284, 5.01756, -7.52359], [-4.91870, 6.67555, -4.11158], [-5.33684, 5.10710, -3.39394], [-6.45132, 5.86381, -4.51653], [-4.38764, 2.53223, -7.17237], [-2.87054, 2.15745, -8.01117], [-3.49728, 3.76826, -8.09351], [-2.69127, 1.24409, -5.51817], [-1.41931, 2.23682, -4.80971], [-1.24722, 1.65725, -6.46082], [-0.85983, 4.98842, -6.84439], [-1.08915, 6.73169, -6.62743], [-2.32534, 5.80260, -7.43457], [-0.46964, 5.00202, -4.27461], [-1.70770, 5.79734, -3.28868], [-0.72069, 6.75842, -4.38203], [3.17047, -1.21171, 3.55408], [3.72156, -0.52996, 4.76065], [4.76929, 0.56360, 3.92366], [6.09079, 0.98811, 4.31010], [4.05291, 1.63894, 3.26047], [4.55655, -1.92110, 5.42918], [5.91715, -2.23271, 5.03109], [3.74252, -3.13992, 5.34312], [3.81435, 0.35710, 6.29635], [4.78757, 0.03671, 7.31748], [2.47900, 0.46627, 6.92171], [6.08678, 1.73473, 5.12330], [6.58755, 1.44591, 3.45036], [6.72843, 0.15691, 4.59917], [3.75896, 2.43244, 3.96807], [3.14738, 1.25936, 2.78380], [4.66503, 2.08411, 2.47346], [6.05751, -2.21756, 3.94051], [6.19763, -3.22240, 5.39634], [6.63993, -1.55113, 5.48566], [3.77894, -3.59517, 4.34766], [2.69605, -2.93463, 5.57071], [4.10131, -3.87118, 6.07170], [4.64145, -0.95205, 7.76345], [4.69722, 0.78473, 8.11069], [5.80871, 0.11118, 6.94711], [2.12711, -0.49929, 7.30688], [1.74722, 0.81992, 6.19043], [2.49063, 1.18566, 7.74268]],
  "atomic_forces_ev_per_a": [[0.6, -0.2, -0.5], [-1.0, 0.6, 0.5], [0.4, 0.7, -0.1], [-0.1, -0.4, -0.1], [0.5, -0.3, 0.1], [0.0, 0.4, 0.2], [-0.9, 0.7, -0.2], [2.9, -0.7, 1.3], [-0.4, 0.0, -0.8], [-0.4, -0.1, 0.1], [-0.4, 0.2, -0.3], [0.5, 0.0, 0.2], [-0.5, 0.3, -0.5], [-0.7, 0.1, -0.2], [0.6, -0.3, 0.3], [-0.7, -0.3, -1.1], [-0.8, 0.0, 0.1], [1.1, 1.5, 0.0], [-0.7, -0.1, 0.3], [0.6, -0.1, -0.2], [-0.7, -1.5, 0.3], [0.3, 0.8, 0.5], [-0.1, -2.2, -1.1], [-0.7, 0.2, -1.0], [0.9, 1.4, 1.0], [0.6, -0.6, 1.2], [-0.8, 1.6, 0.6], [0.7, -1.0, -1.3], [-0.3, 1.2, 1.9], [0.0, -0.3, -0.6], [0.3, -0.4, -1.4], [0.0, 0.1, -0.1], [-0.1, 0.0, 0.1], [-0.1, 0.0, 0.1], [0.0, -0.3, 0.0], [0.1, -0.1, -0.1], [-0.3, -0.2, -0.1], [-0.1, -0.1, -0.1], [0.1, -0.3, 0.2], [-0.1, 0.0, 0.2], [0.1, 0.1, 0.0], [0.5, 0.1, 0.3], [-0.5, -1.0, 0.1], [-0.3, -0.1, 0.0], [0.0, -0.1, 0.0], [-0.2, 0.6, 0.1], [0.0, 0.1, 0.3], [1.7, 1.9, 2.4], [-2.0, -1.7, -5.6], [-0.4, -0.5, 0.0], [0.4, 0.4, -0.2], [0.2, -0.1, 0.4], [-0.1, 0.1, -0.4], [-0.2, 0.3, -0.1], [0.0, 0.0, 0.3], [0.7, 0.0, 3.3], [0.0, -0.3, -0.5], [-0.2, 0.0, 0.2], [0.0, 0.0, 0.0], [0.0, 0.0, 0.2], [0.1, 0.0, 0.1], [-0.1, 0.0, 0.0], [0.1, 0.0, -0.1], [0.0, 0.0, -0.1], [0.0, 0.0, -0.1], [0.1, -0.1, 0.2], [0.0, 0.0, 0.1], [0.0, 0.0, 0.1], [0.0, -0.1, 0.0], [0.0, 0.1, -0.1], [-0.1, 0.0, 0.0], [-0.1, 0.0, 0.2], [-0.1, -0.2, 0.0], [0.1, 0.1, 0.0], [0.0, 0.0, 0.0], [0.0, 0.0, -0.1], [-3.2, 1.3, 0.8], [6.5, -1.8, -0.6], [0.3, -0.2, -0.5], [0.0, 0.2, 0.6], [-0.5, -0.1, 0.1], [0.3, -0.1, 0.4], [0.2, 0.3, -0.1], [-0.3, 0.1, -0.1], [-3.4, 0.6, -0.3], [0.4, -0.5, 0.0], [-0.1, 0.1, -0.2], [0.1, 0.0, 0.0], [-0.2, 0.1, -0.1], [-0.1, 0.0, 0.1], [0.1, 0.1, -0.1], [0.0, -0.1, 0.0], [0.1, 0.0, 0.1], [0.1, -0.1, 0.0], [-0.2, -0.1, 0.0], [-0.1, 0.0, 0.0], [-0.1, 0.0, 0.0], [0.0, 0.0, -0.1], [0.1, 0.1, 0.0], [0.0, 0.0, -0.1], [-0.2, 0.1, -0.1], [0.0, -0.1, -0.1], [0.0, 0.1, 0.1], [0.0, -0.1, 0.0], [0.1, 0.0, 0.0]]
}

# 2
{
  "formula": "C9H19N2",
  "method": "ωB97M-V/def2-TZVPD",
  "charge": 1,
  "gap_ha": 0.349,
  "smiles": "[H]/N=C\\C/[NH+]=C(/CCC)C(C)C",
  "multiplicity": 1,
  "e_above_lowest_ev": 4.126,
  "fmax_ev_per_a": 5.74,
  "lumo_ev": -4.088,
  "species": ["C", "C", "C", "C", "C", "C", "C", "C", "C", "N", "N", "H", "H", "H", "H", "H", "H", "H", "H", "H", "H", "H", "H", "H", "H", "H", "H", "H", "H", "H"],
  "xyz": [[1.97193, -1.96876, 0.58121], [1.12434, -1.16560, 1.60178], [-0.29124, 0.34951, 0.41094], [1.65129, 2.13850, -1.56694], [-0.91576, -1.95955, -0.60815], [-2.24708, -0.75587, 1.36223], [-0.55234, 1.74334, -0.05072], [0.13737, 2.16154, -1.41178], [-1.37934, -0.66700, 0.07644], [2.55275, -1.76955, -0.46720], [0.73524, 0.14126, 1.16913], [2.03902, -3.02588, 1.04509], [0.17130, -1.88578, 1.67003], [1.71171, -0.93810, 2.54853], [2.00771, 2.54300, -2.46272], [2.19963, 1.12306, -1.44375], [2.01503, 2.87673, -0.74024], [0.09596, -1.82143, -0.68392], [-1.36911, -2.20913, -1.64639], [-1.07248, -2.72338, 0.10164], [-2.37394, 0.27823, 1.95284], [-1.89679, -1.42918, 2.02695], [-3.17828, -1.23041, 1.08847], [-1.54316, 1.87706, -0.10806], [-0.13003, 2.35980, 0.82593], [-0.16695, 1.59286, -2.17453], [-0.38138, 3.04381, -1.60922], [-1.92751, -0.16611, -0.59256], [1.51066, 0.77468, 1.35368], [2.64453, -0.82100, -0.79478]],
  "atomic_forces_ev_per_a": [[-0.8, -2.5, 4.3], [-0.6, -1.7, 0.3], [-0.4, 0.8, -0.4], [1.0, 0.5, 4.2], [-2.2, 0.4, -0.8], [-1.1, 3.1, -1.0], [5.5, 0.1, 1.5], [0.9, -0.6, 2.5], [1.8, -0.4, 2.4], [1.6, 0.5, -2.1], [0.0, -0.9, -0.9], [-0.2, 1.3, -0.9], [2.2, 1.9, 0.7], [-0.9, -1.3, -0.9], [0.1, 0.6, -1.5], [-1.3, 1.6, 0.0], [0.1, -1.4, -1.3], [2.4, -0.4, -1.0], [0.6, 0.6, 2.0], [-0.3, -1.5, 0.4], [0.0, -2.3, -1.6], [1.8, -2.0, 2.4], [-0.7, 0.6, -0.2], [-3.7, 0.7, -0.3], [-0.7, -0.2, -1.5], [-1.9, -2.8, -2.7], [0.1, 2.2, -0.4], [-2.2, 2.0, -2.5], [-0.8, 0.9, -0.4], [-0.4, 0.5, -0.2]]
}

# 3
{
  "formula": "C3H10NPS2",
  "method": "ωB97M-V/def2-TZVPD",
  "charge": 0,
  "gap_ha": [0.313, 0.229],
  "multiplicity": 3,
  "e_above_lowest_ev": 1.213,
  "fmax_ev_per_a": 3.68,
  "lumo_ev": [0.854, -2.431],
  "species": ["C", "C", "C", "N", "P", "S", "S", "H", "H", "H", "H", "H", "H", "H", "H", "H", "H"],
  "xyz": [[-0.30497, -0.77460, 2.43156], [1.57164, 0.38235, -2.83343], [-0.22996, -1.25781, 0.98213], [-2.29738, 1.52474, -0.40476], [0.14752, 0.27871, -0.01683], [1.70708, 1.26794, 0.58099], [0.50600, -0.79563, -1.88611], [0.71369, -0.31559, 2.55100], [-0.98948, -0.05806, 2.86557], [-0.31203, -1.68542, 3.03518], [1.04327, 0.51508, -3.73607], [2.47254, -0.04799, -2.99266], [1.64758, 1.21204, -2.17616], [-1.24158, -1.60643, 0.49628], [0.39939, -2.15564, 0.95893], [-2.02668, 2.44634, -0.11743], [-2.80662, 1.06996, 0.26181]],
  "atomic_forces_ev_per_a": [[2.2, -0.9, 0.5], [-3.0, -0.4, 1.5], [-3.0, 0.4, -0.7], [1.4, 0.9, -3.3], [1.0, -2.1, -1.3], [0.3, 0.4, 0.2], [0.1, 0.5, 0.5], [-0.8, -0.4, 0.5], [-0.6, 0.1, -0.7], [-0.1, 0.3, 0.3], [-0.4, 0.8, -1.0], [2.9, -1.3, -0.4], [0.2, 1.1, 0.0], [1.6, 0.6, 1.1], [0.4, 0.7, -0.5], [-0.1, 0.6, 0.6], [-1.9, -1.2, 2.7]]
}

# 4
{
  "formula": "C27H59NO20P2",
  "method": "ωB97M-V/def2-TZVPD",
  "charge": 0,
  "gap_ha": 0.286,
  "smiles": "NP(O)[PH3]C[C@H]1CO1.CCOC(=O)OC.CCOC(=O)OC.CCOC(=O)OC.CCOC(=O)OC.CCOC(=O)OC.CCOC(=O)OC",
  "multiplicity": 1,
  "fmax_ev_per_a": 5.26,
  "lumo_ev": 0.526,
  "species": ["N", "P", "O", "P", "C", "C", "C", "O", "H", "H", "H", "H", "H", "H", "H", "H", "H", "H", "H", "C", "C", "O", "C", "O", "O", "C", "H", "H", "H", "H", "H", "H", "H", "H", "C", "C", "O", "C", "O", "O", "C", "H", "H", "H", "H", "H", "H", "H", "H", "C", "C", "O", "C", "O", "O", "C", "H", "H", "H", "H", "H", "H", "H", "H", "C", "C", "O", "C", "O", "O", "C", "H", "H", "H", "H", "H", "H", "H", "H", "C", "C", "O", "C", "O", "O", "C", "H", "H", "H", "H", "H", "H", "H", "H", "C", "C", "O", "C", "O", "O", "C", "H", "H", "H", "H", "H", "H", "H", "H"],
  "xyz": [[3.27985, -1.15001, 0.38484], [2.29889, -1.36876, -1.07700], [2.24015, -3.05056, -1.49815], [0.25375, -0.74219, -0.41805], [-1.42503, -0.21575, 0.33544], [-2.64939, -0.98679, -0.52504], [-2.91028, -2.55038, -0.05117], [-3.86611, -1.31832, 0.26347], [3.34354, -2.02950, 0.90719], [4.19292, -0.75514, 0.15914], [1.42821, -3.18104, -2.02913], [-0.32020, -1.08597, -1.68399], [0.31498, -1.79604, 0.58041], [0.82338, 0.57479, -0.25411], [-1.51058, -0.63914, 1.37783], [-1.64500, 0.89049, 0.26196], [-2.75145, -0.74630, -1.66943], [-2.70633, -2.81232, 1.02195], [-3.72006, -3.07579, -0.64222], [-3.27468, -7.64685, 5.24595], [-2.10978, -7.11276, 4.43462], [-2.49564, -5.96945, 3.66234], [-2.61061, -4.82358, 4.34642], [-2.41530, -4.67958, 5.52590], [-3.00747, -3.86841, 3.49486], [-3.26658, -2.60914, 4.11760], [-4.13233, -7.84588, 4.59967], [-2.99489, -8.56829, 5.76037], [-3.60141, -6.92333, 5.99497], [-1.78569, -7.87371, 3.72250], [-1.25080, -6.87655, 5.06776], [-2.41077, -2.27282, 4.70488], [-4.15819, -2.68101, 4.74307], [-3.45303, -1.87769, 3.33030], [3.83990, 1.29941, -6.31408], [3.93281, 2.32288, -5.19854], [2.72966, 3.09731, -5.10240], [1.69228, 2.48340, -4.52117], [1.68935, 1.36296, -4.07894], [0.64725, 3.32158, -4.54072], [-0.55942, 2.74999, -4.03846], [3.57442, 1.78306, -7.25695], [4.79054, 0.77718, -6.43705], [3.06666, 0.55697, -6.10827], [4.73836, 3.02609, -5.41893], [4.16622, 1.85491, -4.23896], [-0.41471, 2.33263, -3.04050], [-0.92303, 1.98395, -4.72611], [-1.30325, 3.54375, -3.97691], [-3.66700, 3.08338, 8.93487], [-2.51287, 2.68995, 8.03286], [-2.88976, 1.63820, 7.13585], [-3.64352, 2.01164, 6.09351], [-4.01529, 3.13186, 5.85257], [-3.93560, 0.91801, 5.37768], [-4.82341, 1.16299, 4.28669], [-4.06203, 2.20819, 9.45528], [-3.34477, 3.82102, 9.67242], [-4.49086, 3.51157, 8.36117], [-1.69437, 2.30095, 8.64141], [-2.12323, 3.54705, 7.47780], [-4.45040, 1.96035, 3.64243], [-5.81754, 1.40810, 4.66471], [-4.89131, 0.24816, 3.69829], [0.92489, -2.00423, 7.99141], [0.86570, -0.52399, 7.66607], [1.88055, -0.15803, 6.72220], [1.63420, -0.49975, 5.45151], [0.65120, -1.06903, 5.04850], [2.68046, -0.12139, 4.70516], [2.58062, -0.52114, 3.33854], [1.92754, -2.28384, 8.32246], [0.20799, -2.25479, 8.77567], [0.69771, -2.61281, 7.11431], [1.06083, 0.05367, 8.57152], [-0.12221, -0.22954, 7.30171], [1.64126, -0.18631, 2.89640], [2.67629, -1.60580, 3.26167], [3.40118, -0.06064, 2.79184], [-1.99772, -4.89269, -7.86142], [-2.26039, -5.27071, -6.41624], [-1.17884, -4.86441, -5.56812], [-1.13686, -3.56023, -5.27225], [-1.91766, -2.72206, -5.64547], [-0.05888, -3.34056, -4.50673], [0.15904, -1.96375, -4.20116], [-1.03388, -5.28639, -8.19122], [-2.78336, -5.28435, -8.51037], [-1.95921, -3.80921, -7.98761], [-2.32926, -6.35666, -6.33304], [-3.20654, -4.85882, -6.05617], [-0.73053, -1.51028, -3.76103], [0.45879, -1.42406, -5.10074], [0.97261, -1.90871, -3.47594], [3.88058, 6.44140, -8.04951], [3.61947, 6.05016, -6.60727], [4.70482, 6.44654, -5.75837], [4.75120, 7.74845, -5.45068], [3.97149, 8.59165, -5.81442], [5.83189, 7.95793, -4.68650], [6.05493, 9.33068, -4.36866], [4.84314, 6.04861, -8.38489], [3.09274, 6.05783, -8.70076], [3.92169, 7.52600, -8.16564], [3.54732, 4.96462, -6.53493], [2.67499, 6.46041, -6.24165], [5.16878, 9.78287, -3.92101], [6.35288, 9.87671, -5.26551], [6.86947, 9.37686, -3.64632]],
  "atomic_forces_ev_per_a": [[-1.3, -1.2, -1.1], [1.9, 0.6, -1.4], [-0.5, 1.2, 0.9], [-0.6, -0.7, 1.5], [-2.6, -0.9, -1.5], [0.0, -2.4, 2.4], [-3.3, 4.1, 0.4], [3.0, 0.8, -2.0], [0.2, 0.5, 0.1], [-0.3, -0.5, 0.0], [0.5, -0.1, 0.4], [0.3, 0.1, 0.3], [-0.3, 0.0, -0.1], [0.0, -0.2, -0.1], [0.1, 0.8, -1.0], [0.3, -1.1, 0.3], [-0.1, -0.5, 2.4], [0.7, -0.5, -1.6], [2.1, -0.3, 0.5], [-0.2, 0.2, 0.1], [0.0, -0.5, 0.3], [0.1, 0.3, -0.1], [-0.2, -0.1, 0.0], [0.0, 0.0, -0.2], [0.2, -0.2, 0.0], [0.0, 0.5, 0.2], [0.1, -0.1, 0.0], [0.0, 0.0, -0.1], [0.1, 0.0, 0.0], [-0.1, 0.3, -0.2], [-0.2, 0.2, 0.0], [-0.1, -0.1, 0.0], [0.1, 0.0, 0.1], [0.0, -0.3, -0.1], [-0.3, -0.1, -0.1], [0.5, -0.4, -0.2], [-0.3, 0.1, 0.3], [0.1, 0.0, -0.3], [-0.1, 0.2, 0.0], [0.2, -0.1, 0.1], [-0.4, 0.0, 0.1], [0.2, 0.1, 0.0], [0.0, 0.1, 0.0], [0.1, 0.0, 0.1], [-0.3, 0.2, 0.1], [-0.2, 0.0, -0.1], [0.1, -0.1, -0.1], [0.1, -0.1, 0.1], [0.2, 0.1, -0.1], [-0.3, 0.0, -0.1], [0.0, 0.4, 0.4], [0.0, -0.1, -0.3], [-0.1, -0.1, 0.2], [0.1, -0.2, 0.0], [0.2, 0.2, 0.1], [-0.3, 0.0, -0.4], [0.2, 0.0, 0.1], [0.0, -0.1, 0.0], [0.1, 0.1, 0.0], [-0.1, -0.2, -0.2], [-0.2, -0.1, -0.1], [-0.1, 0.0, 0.2], [0.1, 0.1, -0.1], [0.2, 0.0, 0.2], [0.1, -0.2, -0.2], [-0.4, -0.3, 0.4], [0.0, 0.2, -0.3], [0.2, -0.1, 0.2], [0.1, 0.2, 0.0], [-0.3, 0.0, 0.2], [0.1, 0.0, -0.4], [-0.1, 0.1, 0.1], [0.0, 0.1, 0.0], [-0.1, 0.1, 0.1], [0.2, 0.1, -0.2], [0.1, -0.1, -0.2], [0.0, -0.1, 0.1], [-0.2, 0.1, 0.0], [0.0, 0.1, 0.3], [0.2, 0.3, -0.1], [-0.4, -0.2, -0.5], [0.1, 0.2, 0.3], [0.1, -0.2, -0.2], [0.1, -0.1, 0.2], [-0.2, -0.1, 0.0], [0.2, 0.3, 0.1], [-0.1, -0.1, 0.0], [0.0, 0.0, 0.1], [-0.1, -0.1, 0.1], [0.2, 0.1, 0.2], [0.2, 0.1, 0.0], [0.0, 0.0, -0.2], [-0.1, 0.1, 0.1], [0.0, -0.1, -0.3], [0.2, 0.3, 0.0], [-0.4, -0.2, -0.5], [0.1, 0.2, 0.3], [0.1, -0.2, -0.2], [0.1, -0.1, 0.2], [-0.2, -0.1, -0.1], [0.2, 0.4, 0.2], [-0.1, -0.1, 0.0], [0.0, 0.0, 0.1], [-0.1, -0.1, 0.1], [0.2, 0.1, 0.2], [0.2, 0.1, 0.0], [0.0, 0.0, -0.2], [-0.2, 0.0, 0.1], [0.0, -0.3, -0.1]]
}